Entry 1:
Formula: C28H27BrCl3LiN6O7SSi
Source: the OMol25 dataset
Level of theory: ωB97M-V/def2-TZVPD

```
75
Properties=species:S:1:pos:R:3:lowdin_charge:R:1
Li -1.61643 -1.93634 0.01998 0.418
Br 3.26297 -1.70024 5.70788 0.607
C 1.81447 -1.70754 4.45308 -0.715
C 0.50387 -1.75984 4.93518 -0.159
C -0.52313 -1.77314 4.04108 -0.008
C -0.32613 -1.69124 2.61398 -0.423
O -1.29973 -1.65744 1.84298 -0.126
C 1.05337 -1.64744 2.16998 -0.153
C 1.40337 -1.63504 0.78998 -0.092
N 0.59397 -1.42874 -0.18042 0.093
C 0.99797 -1.39114 -1.48592 -0.204
C 2.31767 -1.29844 -1.91362 -0.025
C 2.66037 -1.27244 -3.26542 -0.103
C 1.69347 -1.31104 -4.23312 -0.062
C 0.33727 -1.35244 -3.85962 -0.161
C -0.69963 -1.33774 -4.81282 -0.030
C -1.99923 -1.35014 -4.39012 -0.046
C -2.24723 -1.34984 -3.00662 -0.135
N -1.30953 -1.36404 -2.10282 0.087
C -0.02863 -1.38434 -2.48382 -0.178
C 2.08867 -1.66834 3.11148 -0.120
H 0.31127 -1.80134 6.00058 0.089
H -1.54683 -1.82744 4.38448 0.114
H 2.47407 -1.84384 0.61938 0.115
H 3.12027 -1.24624 -1.19042 0.091
H 3.70797 -1.22674 -3.54282 0.091
H 1.95187 -1.29804 -5.28512 0.098
H -0.44563 -1.30824 -5.86612 0.104
H -2.81753 -1.33654 -5.09622 0.097
H -3.26523 -1.31504 -2.64502 0.072
H 3.12037 -1.63224 2.78008 0.096
Cl -5.27133 -3.20904 -0.66972 0.054
Si -4.28353 -1.54864 0.13588 -0.587
Cl -5.10523 -1.49744 2.04018 0.050
Cl -5.69553 -0.05694 -0.73042 -0.128
C 4.62057 4.77746 0.77728 -0.134
C 3.33967 5.56436 0.59378 -0.290
S 1.97037 4.41816 1.02008 0.647
O 2.08577 3.26986 0.17238 -0.289
O 2.03157 4.21196 2.44488 -0.318
C 0.45077 5.35166 0.66448 -0.199
C -0.74383 4.54616 1.15728 -0.159
N -0.98043 3.36926 0.37218 0.037
C -0.79503 2.07136 0.75798 -0.291
N -1.18993 1.23216 -0.16862 0.179
C -1.64353 1.95786 -1.19862 0.015
C -1.52913 3.31116 -0.90522 -0.149
N -1.90193 4.39836 -1.66922 -0.324
O -2.37343 4.19086 -2.79682 0.055
O -1.74143 5.55626 -1.21252 -0.005
C -0.20383 1.66636 2.04788 0.036
H 5.50207 5.38316 0.57068 0.074
H 4.60377 3.91736 0.11158 0.076
H 4.67007 4.41076 1.80078 0.077
H 3.19087 5.88446 -0.43342 0.096
H 3.27177 6.40736 1.27598 0.093
H 0.37627 5.53796 -0.40222 0.093
H 0.53947 6.28626 1.21108 0.108
H -1.63473 5.18026 1.12068 0.132
H -0.55273 4.23656 2.18718 0.115
H -2.03973 1.50476 -2.08292 0.118
H -0.53643 2.28556 2.87808 0.088
H 0.88167 1.73726 1.98848 0.085
H -0.48913 0.63666 2.22828 0.069
O -2.90663 -4.13644 1.19098 -0.049
C -2.10143 -4.58434 0.39508 -0.565
C -1.58723 -6.04514 0.45528 -0.106
C -0.74923 -6.15754 -0.80032 -0.114
C -0.76163 -4.70584 -1.36202 -0.530
O -0.12703 -4.38624 -2.35552 0.008
N -1.55103 -3.92314 -0.62512 0.097
H -2.42883 -6.73804 0.49788 0.102
H -1.00133 -6.16494 1.36828 0.104
H -1.18013 -6.83114 -1.54502 0.100
H 0.28237 -6.46424 -0.61722 0.098
```

Computed properties:
**Total charge**: -2
**E_tot**: -179281.139 eV
**Energy relative to the best compared isomer or geometry (same formula, charge and spin)**: 22.7 kcal/mol
**F_max**: 1.675 eV Å⁻¹



Entry 2:
Formula: C4H6N2
Source: the OMol25 dataset
Level of theory: ωB97M-V/def2-TZVPD

```
12
Properties=species:S:1:pos:R:3:lowdin_charge:R:1
N 0.78254 0.48342 1.07659 0.122
C -0.25034 -0.06271 0.59935 -0.381
C -1.05977 -0.26514 -0.59522 -0.072
C -1.46518 -0.85925 0.77260 -0.068
C 2.83780 0.94854 -2.28672 -0.122
N 2.36866 1.08127 -1.21907 0.013
H 0.87178 0.28986 2.07543 0.078
H 1.90966 1.07683 -0.29339 0.000
H -0.69437 -0.95132 -1.35518 0.109
H -1.63085 0.57618 -0.98145 0.109
H -2.30432 -0.41716 1.30492 0.105
H -1.36616 -1.93413 0.90164 0.105
```

Computed properties:
**E_tot**: -7222.575 eV
**Energy relative to the best compared isomer or geometry (same formula, charge and spin)**: 69.5 kcal/mol
**F_max**: 1.297 eV Å⁻¹



Entry 3:
Formula: C13H33BBrNO2
Source: the OMol25 dataset
Level of theory: ωB97M-V/def2-TZVPD

```
51
Properties=species:S:1:pos:R:3:lowdin_charge:R:1
C 4.14026 0.21173 -1.43075 -0.106
C 4.12431 0.69637 0.01285 -0.441
C 5.41290 0.26100 0.71447 -0.081
C 3.90145 2.21901 0.18852 -0.161
B 3.00311 3.04242 -0.78845 -0.783
Br 3.69162 3.46433 -2.54609 0.760
C 1.65146 3.72575 -0.41981 -0.207
C 0.72269 3.00201 0.56153 -0.207
C -0.09488 1.88499 -0.10697 -0.191
C 0.31771 0.46686 0.28360 -0.195
C -0.68032 -0.58306 -0.18740 -0.275
N -0.58929 -0.98447 -1.59962 0.005
H 4.39678 -0.84834 -1.45659 0.081
H 4.88598 0.74282 -2.01985 0.064
H 3.17614 0.33786 -1.92590 0.065
H 3.30146 0.18790 0.51868 0.110
H 5.36002 -0.77643 1.04340 0.077
H 6.26202 0.34559 0.03437 0.081
H 5.62378 0.87521 1.59007 0.076
H 4.88659 2.70124 0.17737 0.110
H 3.51134 2.36234 1.20003 0.104
H 1.97918 4.68341 0.01448 0.121
H 1.09177 3.99831 -1.31623 0.089
H 1.29935 2.58479 1.39135 0.099
H 0.04306 3.72779 1.00616 0.107
H 0.01343 1.99047 -1.19151 0.111
H -1.15398 2.00581 0.12095 0.114
H 1.28658 0.23864 -0.17361 0.092
H 0.44480 0.40706 1.36574 0.116
H -1.69632 -0.22698 -0.00909 0.083
H -0.53839 -1.49165 0.39877 0.116
H 0.08953 -1.72790 -1.71160 0.071
H -0.28845 -0.21886 -2.19309 0.070
C -4.10076 -1.95737 2.77973 -0.090
C -4.13068 -0.45210 2.58229 -0.326
O -3.84430 -0.07745 1.24856 -0.100
H -3.13014 -2.35717 2.48428 0.071
H -4.28822 -2.22034 3.82209 0.071
H -4.86448 -2.44051 2.16606 0.071
H -3.36214 0.02640 3.19053 0.109
H -5.09938 -0.05068 2.90386 0.106
H -4.45860 -0.51059 0.64240 0.066
C -3.41362 -4.13557 -1.31251 -0.089
C -4.03615 -2.82697 -1.76458 -0.316
O -3.52282 -1.71166 -1.05543 -0.108
H -3.57446 -4.28375 -0.24386 0.069
H -3.84310 -4.98175 -1.85131 0.072
H -2.33707 -4.12861 -1.49794 0.069
H -5.11085 -2.83203 -1.57663 0.109
H -3.89069 -2.69631 -2.84317 0.109
H -2.56823 -1.66954 -1.22013 0.030
```

Computed properties:
**E_tot**: -90321.180 eV
**SMILES string**: CC(C)CB(Br)CCCCCN.CCO.CCO
**F_max**: 0.394 eV Å⁻¹



Entry 4:
Formula: C3H4N2O2S
Source: the OMol25 dataset
Level of theory: ωB97M-V/def2-TZVPD

```
12
Properties=species:S:1:pos:R:3:lowdin_charge:R:1
C 1.31104 -0.49263 -0.32423 -0.237
C 0.04728 -0.37788 -1.18148 -0.548
C -0.59778 0.95845 0.94629 -0.294
H 2.12017 0.20432 -0.85554 0.170
H 0.29572 -0.88739 -2.07020 0.098
H -1.01624 -0.83006 1.70279 0.030
H -0.38284 1.42646 2.07320 0.194
N -1.34371 -0.27470 0.98407 -0.288
N -0.24469 1.59762 -0.04463 0.034
O 1.53302 -1.21177 0.66652 0.029
O -0.26237 1.04107 -1.38010 -0.140
S -1.45959 -1.15349 -0.51669 0.953
```

Computed properties:
**E_tot**: -21082.164 eV
**Energy relative to the best compared isomer or geometry (same formula, charge and spin)**: 107.7 kcal/mol
**SMILES string**: O=C[C@@H]1ON=CNS1
**F_max**: 5.101 eV Å⁻¹



Entry 5:
Formula: C6H12ClN
Source: the OMol25 dataset
Level of theory: ωB97M-V/def2-TZVPD

```
20
Properties=species:S:1:pos:R:3:lowdin_charge:R:1
C 0.16246 2.02151 1.10592 -0.090
C -0.66765 0.93433 0.39840 -0.215
C 0.25812 -0.11734 -0.17779 -0.488
C 1.26104 0.47012 -1.14665 -0.500
C 0.58312 -1.31324 0.62654 -0.069
C -0.38802 -1.46785 -0.54706 -0.295
H 0.70149 2.60003 0.29453 0.085
H 0.82828 1.52782 1.80373 0.073
H -0.50752 2.65610 1.72103 0.077
H -1.35330 0.42673 1.07195 0.099
H -1.29892 1.35675 -0.36117 0.108
H 0.89312 1.05790 -2.01301 0.089
H 1.96859 1.11819 -0.66323 0.059
H 0.03905 -1.38998 1.54000 0.101
H 1.57599 -1.79004 0.56618 0.102
H -0.12699 -2.07616 -1.39107 0.105
H -2.28003 -1.17854 -0.87590 0.079
H -2.09260 -2.48803 0.09920 0.072
N -1.77559 -1.54682 -0.07473 0.024
Cl 2.21937 -0.80146 -1.97687 0.582
```

Computed properties:
**E_tot**: -20428.220 eV
**Energy relative to the best compared isomer or geometry (same formula, charge and spin)**: 31.2 kcal/mol
**SMILES string**: CC[C@@]1(CCl)C[C@H]1N
**F_max**: 2.278 eV Å⁻¹



Entry 6:
Formula: C8H19NO
Source: the OMol25 dataset
Level of theory: ωB97M-V/def2-TZVPD

```
29
Properties=species:S:1:pos:R:3:lowdin_charge:R:1
C 1.62728 0.88014 0.57444 -0.474
C -0.25173 -0.75383 -0.02979 -0.394
C -0.62857 0.47838 0.43367 -0.052
C 2.55983 0.33975 -0.46694 -0.060
C 1.47733 2.37996 0.56325 -0.072
C 0.06623 -1.87296 0.90660 -0.045
C -0.16571 -1.04322 -1.48929 -0.058
C -3.33042 -0.31983 -0.89008 -0.256
N -2.64941 -0.22274 0.37503 -0.077
O 1.99695 0.36410 1.82089 -0.019
H 1.48798 0.80271 2.51244 0.099
H -2.80941 -1.05934 0.93447 0.035
H -0.72794 0.67935 1.48870 0.095
H -0.85763 1.28525 -0.24487 0.097
H 1.14518 2.73311 -0.41400 0.083
H 2.23091 0.61695 -1.46859 0.082
H 2.63949 -0.74672 -0.41220 0.074
H 3.57094 0.74698 -0.31737 0.090
H 0.75474 2.72860 1.30687 0.079
H 2.44266 2.85889 0.78557 0.088
H -0.32338 -2.81867 0.52455 0.088
H -0.33744 -1.69837 1.90236 0.087
H 1.15232 -1.97399 1.00280 0.082
H -0.20548 -0.13824 -2.09392 0.089
H -1.01117 -1.67707 -1.77833 0.076
H 0.74656 -1.59546 -1.72862 0.084
H -3.14634 -1.24764 -1.46894 0.052
H -4.42746 -0.24108 -0.79412 0.065
H -3.02632 0.51498 -1.53457 0.062
```

Computed properties:
**E_tot**: -12136.711 eV
**Energy relative to the best compared isomer or geometry (same formula, charge and spin)**: 136.1 kcal/mol
**F_max**: 0.826 eV Å⁻¹